w:
DFT (ωB97M-V/def2-TZVPD) results for a molecular structure, C4H14N4.

Results
E_LUMO: 0.8 eV
charge: 0
orbital gap: 0.2788 Eh

Positions of all 22 atoms, in Å:
C (-0.74456, -0.74218, -1.39419)
C (-1.24904, -1.85665, 0.85895)
C (-0.67739, 0.56707, -2.08553)
N (-0.96588, -0.58424, 0.16663)
H (-1.75792, 0.04999, 0.26422)
H (0.18370, -1.31437, -1.44792)
H (-1.57563, -1.39213, -1.69811)
H (-0.36969, -2.49423, 0.77460)
H (-2.10646, -2.36132, 0.40977)
H (-1.45816, -1.66469, 1.91103)
H (-0.07018, 1.59234, -1.20304)
H (0.06133, 0.56713, -2.88612)
H (-1.64385, 0.88202, -2.47630)
N (1.12533, 0.71605, 1.37453)
N (2.20259, -0.07120, 1.85918)
C (1.36521, 1.60201, 0.44087)
N (0.41881, 2.29254, -0.20786)
H (-0.07129, -0.05016, 0.71218)
H (2.29965, 0.10711, 2.85229)
H (3.09433, 0.15659, 1.41949)
H (-0.42678, 2.34471, 0.35814)
H (2.36587, 1.65363, -0.00280)



x:
DFT (ωB97M-V/def2-TZVPD) results for 2 unconnected molecules or ions with the total composition C4H14N4.

Results
structure (SMILES): CN=C(N)N.CCN
E_LUMO: 0.7 eV
charge: 0
orbital gap: 0.2833 Eh

Positions of all 22 atoms, in Å:
C (2.34147, 1.41766, 0.47557)
N (1.49698, 0.58355, -0.33034)
C (1.05809, -0.57444, 0.19867)
N (1.66790, -1.74930, -0.32631)
N (0.81717, -0.78246, 1.59741)
H (3.13072, 0.87462, 1.01776)
H (1.77329, 1.96573, 1.25090)
H (2.85032, 2.14418, -0.16022)
H (2.09190, -1.57319, -1.22545)
H (0.96686, -2.48004, -0.40960)
H (-0.10413, -0.47183, 1.87340)
H (1.49931, -0.34642, 2.19980)
C (-2.97767, 0.43908, -0.58781)
C (-1.48352, 0.69332, -0.57826)
N (-0.76887, -0.90375, -0.53544)
H (-3.30186, -0.08369, 0.31270)
H (-3.50568, 1.39536, -0.62180)
H (-3.28136, -0.16550, -1.44245)
H (-1.10877, 1.13232, -1.49728)
H (-1.17560, 1.28406, 0.28009)
H (-0.72554, -1.19631, -1.50651)
H (-1.26099, -1.60294, 0.01520)



Stability check: which of them is least stable? w.



w:
DFT (ωB97M-V/def2-TZVPD) results for 2 unconnected molecules or ions with the total composition C4H14N4.

Results
E_LUMO: 0.7 eV
charge: 0
orbital gap: 0.2613 Eh

Positions of all 22 atoms, in Å:
C (-1.72227, -1.05421, 0.40672)
C (-1.86224, 1.08774, -0.80126)
N (-0.98569, 0.13135, -0.08584)
C (0.29068, -0.16731, -0.83099)
C (0.64431, -1.41892, -1.22787)
H (0.60656, 0.70531, -1.38904)
H (-1.05324, -1.65070, 1.02315)
H (-2.07669, -1.64599, -0.43510)
H (-2.55720, -0.71725, 1.02076)
H (-1.29259, 1.98881, -1.02052)
H (-2.70921, 1.34840, -0.16567)
H (-2.21270, 0.63446, -1.72827)
H (0.28340, -2.32332, -0.76036)
H (1.35455, -1.52982, -2.03464)
N (1.15971, 0.55207, 0.96279)
N (2.16206, -0.36614, 1.35940)
N (1.72213, 1.81533, 0.59985)
H (-0.44388, 0.57836, 0.79207)
H (1.81738, -0.92276, 2.13605)
H (1.94199, 2.32367, 1.45585)
H (2.30710, -1.03015, 0.57815)
H (2.62583, 1.66105, 0.14477)



x:
DFT (ωB97M-V/def2-TZVPD) results for a molecular structure, C4H14N4.

Results
E_LUMO: 0.6 eV
charge: 0
orbital gap: 0.2765 Eh

Positions of all 22 atoms, in Å:
C (1.08737, -0.76245, 0.75653)
C (0.71249, -0.45676, -1.17238)
C (2.06421, -1.91721, 0.73535)
N (0.00414, -0.87481, 1.58019)
H (1.58484, 0.19703, 0.89743)
H (-0.66403, 0.28396, 1.51494)
H (-0.44961, -1.77734, 1.45442)
H (2.84567, -1.74409, -0.00170)
H (2.52906, -2.02391, 1.71701)
H (0.34764, -1.44889, -1.45375)
H (0.12262, 0.30952, -1.68024)
H (1.71434, -0.33449, -1.59023)
H (1.55446, -2.84779, 0.48057)
C (-1.53124, 1.46552, -0.10890)
N (-1.24831, 2.47748, -0.98998)
N (-2.30953, 0.42968, -0.54850)
N (-1.17507, 1.47858, 1.14654)
H (-1.33766, 2.24446, -1.96697)
H (-0.39297, 2.98024, -0.81103)
H (-2.39322, -0.30876, 0.13858)
H (-2.43066, 0.35425, -1.54708)
H (-0.63456, 2.27577, 1.44920)



y:
DFT (ωB97M-V/def2-TZVPD) results for a molecular structure, C4H14N4.

Results
E_LUMO: 0.7 eV
charge: 0
orbital gap: 0.2717 Eh

Positions of all 22 atoms, in Å:
C (-0.23873, -1.82762, 0.80886)
C (0.52255, 0.83788, 0.99327)
N (-1.57186, -1.77033, 1.08232)
N (0.17236, -2.14796, -0.39774)
N (1.95201, 0.68008, 1.10305)
H (0.41575, -1.85813, 1.67162)
H (-0.02790, -1.21246, -1.27391)
H (1.15674, -2.38529, -0.41968)
H (-2.18349, -1.72004, 0.27990)
H (-1.85050, -1.17394, 1.84400)
H (2.40441, 0.70292, 0.19160)
H (2.27283, -0.15121, 1.58021)
H (0.24104, 1.88210, 1.14708)
H (-0.00558, 0.37151, 1.82363)
C (-1.24761, 1.66512, -1.12323)
C (0.13188, 1.05829, -1.05463)
N (0.37124, -0.00913, -1.84344)
H (1.36278, -0.23107, -1.89646)
H (0.91948, 1.81402, -1.08457)
H (-1.39414, 2.39677, -0.32858)
H (-2.02216, 0.90582, -1.02086)
H (-1.38110, 2.17268, -2.08242)



Stability check: which of them is least stable? w.



w:
DFT (ωB97M-V/def2-TZVPD) results for 2 unconnected molecules or ions with the total composition C4H14N4.

Results
structure (SMILES): N/C=C/N.CNCN
E_LUMO: 1.1 eV
charge: 0
orbital gap: 0.3648 Eh

Positions of all 22 atoms, in Å:
N (0.14330, 1.59682, -1.15388)
C (1.48453, 1.70865, -0.67158)
C (1.78849, 2.09517, 0.56002)
N (3.17340, 2.15792, 0.93608)
H (-0.10563, 0.66388, -1.49993)
H (0.02060, 2.23101, -1.93094)
H (2.25560, 1.41682, -1.38177)
H (1.00919, 2.28400, 1.29314)
H (3.42769, 1.32933, 1.46189)
H (3.35231, 2.93901, 1.55174)
C (-2.04195, -3.09401, 0.89559)
N (-1.10563, -1.97143, 0.78676)
C (-1.62722, -0.83461, 0.01851)
N (-1.27431, -0.97172, -1.41352)
H (-1.44218, -3.98100, 1.09678)
H (-2.79508, -2.98794, 1.68670)
H (-2.58667, -3.18341, -0.04314)
H (-0.79134, -1.62943, 1.68278)
H (-1.11513, 0.07007, 0.34960)
H (-2.71146, -0.71293, 0.10574)
H (-0.42730, -1.53604, -1.41329)
H (-1.95506, -1.59131, -1.84307)



x:
DFT (ωB97M-V/def2-TZVPD) results for C4H14N4 in the gas phase.

Results
structure (SMILES): CCC(N)(N)C(N)N
E_LUMO: 0.9 eV
charge: 0
orbital gap: 0.3477 Eh

Positions of all 22 atoms, in Å:
C (-1.00266, 2.02213, -1.21120)
C (-0.71591, 0.50371, -0.86111)
C (0.53720, 0.28589, -0.00280)
N (1.73191, 0.55917, -0.74509)
N (0.59888, 1.19650, 1.11248)
C (0.43590, -1.29332, 0.58494)
N (-0.56273, -1.41095, 1.63271)
N (0.15259, -2.35470, -0.34100)
H (-0.12968, 2.52525, -1.63508)
H (-1.81447, 2.07330, -1.94353)
H (-1.33141, 2.56961, -0.32189)
H (-0.60874, -0.01853, -1.81888)
H (-1.62130, 0.13420, -0.37195)
H (1.76380, 1.56040, -0.91650)
H (2.55341, 0.31816, -0.20260)
H (-0.18534, 0.95007, 1.72553)
H (1.41674, 0.97772, 1.67538)
H (1.41226, -1.49149, 1.04405)
H (-1.49052, -1.35958, 1.22186)
H (-0.48946, -2.32356, 2.07263)
H (0.06514, -3.24275, 0.13901)
H (-0.71563, -2.18119, -0.83696)



Stability check: which of them is least stable? w.



w:
DFT (ωB97M-V/def2-TZVPD) results for 2 unconnected molecules or ions with the total composition Cl3F2NP2S.

Results
E_LUMO (spin up / spin down): -2.6 / -2.6 eV
charge: 0
orbital gap (spin up / spin down): 0.2796 / 0.2795 Eh

Positions of all 9 atoms, in Å:
N (0.50293, -0.90479, 1.00807)
F (-1.49952, -0.51668, -1.24856)
F (-2.89831, -1.11964, 0.43398)
P (1.51297, -0.09993, 0.12106)
P (-1.77520, 0.05862, 0.20916)
S (-2.26354, 1.85034, 0.81432)
Cl (1.33181, -0.53745, -1.90410)
Cl (1.71370, 1.98252, 0.00190)
Cl (3.37516, -0.71299, 0.56417)



x:
DFT (ωB97M-V/def2-TZVPD) results for a molecular structure, Cl3F2NP2S.

Results
E_LUMO: -0.9 eV
charge: 0
orbital gap: 0.3243 Eh

Positions of all 9 atoms, in Å:
N (0.77812, -0.19666, -0.48431)
F (0.37235, 0.50769, 1.93489)
F (2.15445, 1.36719, 0.77816)
P (-0.45336, -1.16987, -0.51874)
P (0.60839, 1.16897, 0.46210)
S (-0.26273, 2.80559, -0.09551)
Cl (-1.45192, -1.35859, 1.20589)
Cl (-1.78925, -0.33942, -1.84288)
Cl (0.04393, -2.78490, -1.43960)



Stability check: which of them is least stable? w.



w:
DFT (ωB97M-V/def2-TZVPD) results for C4H4OS2 in the gas phase.

Results
structure (SMILES): C#C[C@@H](O)C(=S)S
E_LUMO: -1.1 eV
charge: 0
orbital gap: 0.2898 Eh

Positions of all 11 atoms, in Å:
C (2.66726, -0.87693, -0.99557)
C (1.91992, -0.58532, -0.09365)
C (0.73412, -0.27328, 0.75845)
O (1.03227, 1.09394, 1.30883)
C (-0.46021, -0.21490, 0.15674)
S (-1.84511, -1.14828, 0.08298)
S (-0.65316, 1.33663, -0.73556)
H (3.60925, -1.35209, -1.39409)
H (0.75702, -1.24326, 1.54554)
H (0.18010, 1.51723, 1.67296)
H (-1.99860, 1.01560, -0.80950)



x:
DFT (ωB97M-V/def2-TZVPD) results for C4H4OS2 in the gas phase.

Results
E_LUMO (spin up / spin down): -0.7 / -0.4 eV
charge: 0
orbital gap (spin up / spin down): 0.2524 / 0.2866 Eh

Positions of all 11 atoms, in Å:
C (-0.75901, 0.95907, 0.32975)
C (0.35230, 1.29935, -0.54493)
C (-0.80479, -0.51401, 0.60557)
C (1.23749, -0.99026, -0.34007)
O (-0.02288, -1.35916, -0.16581)
S (-2.26287, 0.19951, -0.20994)
S (1.89385, 0.43255, 0.11371)
H (-0.73922, 1.61658, 1.13295)
H (0.33430, 0.89173, -1.52056)
H (-1.03312, -0.91541, 1.70269)
H (1.80395, -1.61995, -1.10336)



Stability check: which of them is least stable? x.



w:
DFT (ωB97M-V/def2-TZVPD) results for a gas-phase ion, C9H14NS (charge +1).

Results
E_LUMO (spin up / spin down): -4.2 / -4.2 eV
charge: +1
orbital gap (spin up / spin down): 0.2925 / 0.2937 Eh

Positions of all 25 atoms, in Å:
C (2.03328, 2.35367, -1.31108)
C (1.69498, 3.63018, -0.98790)
C (1.25864, 1.41280, -0.68535)
C (0.29797, 1.86980, 0.12827)
C (-0.71931, 1.25896, 1.10932)
C (-0.48411, -0.12981, 1.68154)
C (0.29994, -1.18112, -0.43938)
C (-0.14487, -1.68537, -1.78337)
C (-1.09408, -2.54454, 0.95044)
N (-0.73736, -1.15666, 0.57009)
S (0.44507, 3.64812, 0.22792)
H (2.83036, 2.05074, -2.06286)
H (1.98626, 4.54505, -1.52650)
H (-0.93677, 1.96478, 1.91045)
H (-1.72403, 1.16474, 0.63778)
H (0.62714, -0.10152, 1.92101)
H (-1.17545, -0.41042, 2.52247)
H (1.31943, -1.37208, -0.02583)
H (-0.96231, -1.18090, -2.26220)
H (-0.36551, -2.77902, -1.74976)
H (0.68310, -1.62212, -2.43361)
H (-0.33496, -3.06113, 1.57144)
H (-1.91607, -2.50505, 1.67693)
H (-1.31903, -3.40788, 0.25415)
H (-1.56232, -0.76123, 0.10603)



x:
DFT (ωB97M-V/def2-TZVPD) results for a gas-phase ion, C9H14NS (charge +1).

Results
E_LUMO: -5.6 eV
charge: +1
orbital gap: 0.2539 Eh

Positions of all 25 atoms, in Å:
C (-1.83710, 0.12958, -1.45064)
C (-0.55534, 0.04418, -1.79195)
C (-3.05366, 0.01807, -1.08824)
C (1.84991, 0.06830, -1.04048)
C (2.02270, 0.92196, -2.27393)
C (-0.35694, -0.00640, -3.21189)
C (0.46385, 0.12093, -0.51128)
C (0.15475, -0.12351, 2.63345)
C (-0.75879, -0.45479, 1.49675)
N (-0.00384, -0.86043, 0.32709)
S (1.23328, 0.23122, -3.74181)
H (-3.74412, 0.84243, -1.18731)
H (-3.38738, -0.81920, -0.52928)
H (2.10507, -0.97107, -1.49840)
H (2.49890, 0.25535, -0.18125)
H (1.69936, 1.91896, -2.10282)
H (2.99163, 0.89944, -2.76489)
H (-1.15417, -0.27349, -3.93348)
H (0.25615, 1.09231, -0.07771)
H (0.31683, 0.92834, 2.55120)
H (-0.24822, -0.20639, 3.60454)
H (1.14856, -0.62244, 2.48785)
H (-1.52935, 0.33172, 1.44970)
H (-1.54902, -1.26353, 1.72817)
H (-0.31607, -1.65214, -0.05791)



Stability check: which of them is least stable? w.



w:
DFT (ωB97M-V/def2-TZVPD) results for 2 unconnected molecules or ions with the total composition C7H10N2O.

Results
structure (SMILES): c1ccncc1.CC(N)=O
E_LUMO: 0.6 eV
charge: 0
orbital gap: 0.3786 Eh

Positions of all 20 atoms, in Å:
C (1.12716, -0.60232, 0.67825)
C (0.82018, 0.72510, 0.66321)
C (1.75577, 1.58583, 0.06354)
N (2.89222, 1.17268, -0.49345)
C (3.14060, -0.14276, -0.46992)
C (2.33235, -1.03858, 0.10321)
H (0.54769, -1.39399, 1.30530)
H (-0.05840, 1.14152, 1.15569)
H (1.59878, 2.70963, 0.20823)
H (4.04490, -0.44870, -0.98562)
H (2.51712, -2.11038, 0.14029)
C (-3.35745, -0.20909, 0.10602)
C (-2.10020, 0.37950, -0.24075)
N (-1.15866, -0.48175, -0.88682)
O (-1.92116, 1.57951, -0.15450)
H (-3.73339, 0.15605, 1.04813)
H (-3.23465, -1.31585, 0.21471)
H (-3.95654, -0.06206, -0.88446)
H (-0.07862, -0.07636, -0.62886)
H (-1.17770, -1.56799, -0.94224)



x:
DFT (ωB97M-V/def2-TZVPD) results for 2 unconnected molecules or ions with the total composition C7H10N2O.

Results
structure (SMILES): N#CCCc1cc[nH]c1.O
E_LUMO: 0.7 eV
charge: 0
orbital gap: 0.3442 Eh

Positions of all 20 atoms, in Å:
N (-3.25435, -0.09790, 1.88102)
C (-2.16620, -0.49787, 1.59982)
C (-1.01375, -0.72921, 0.70963)
C (-0.61337, 0.49437, -0.13048)
C (0.60797, 0.25523, -0.97061)
C (0.73606, -0.63286, -2.08574)
C (2.00967, -0.47399, -2.59916)
N (2.64435, 0.47674, -1.85148)
C (1.82247, 0.90407, -0.84466)
H (-0.16740, -1.05306, 1.33572)
H (-1.26904, -1.57617, 0.05361)
H (-1.46170, 0.76854, -0.77526)
H (-0.43340, 1.34573, 0.54092)
H (-0.03345, -1.28663, -2.49108)
H (2.51819, -0.97562, -3.41800)
H (3.57667, 0.82569, -2.02576)
H (2.12358, 1.70650, -0.17663)
O (-1.77165, -0.12852, 3.95732)
H (-1.05341, 0.47675, 3.72898)
H (-2.80122, 0.19823, 3.56186)



Stability check: which of them is least stable? x.



w:
DFT (ωB97M-V/def2-TZVPD) results for C2H3NS3 in the gas phase.

Results
structure (SMILES): S=CN(S)C=S
E_LUMO: -1.3 eV
charge: 0
orbital gap: 0.2713 Eh

Positions of all 9 atoms, in Å:
S (2.53629, -0.66514, 0.12562)
C (1.47010, 0.52633, -0.30370)
N (0.02970, 0.35082, -0.12091)
S (-0.85495, 1.80288, 0.02876)
C (-0.53966, -0.78596, 0.01418)
S (-2.10010, -1.29577, -0.03143)
H (1.81816, 1.55473, -0.79107)
H (-1.07393, 1.60239, 1.45642)
H (0.16545, -1.52674, -0.04900)



x:
DFT (ωB97M-V/def2-TZVPD) results for a molecular structure, C2H3NS3.

Results
E_LUMO: -1.3 eV
charge: 0
orbital gap: 0.2871 Eh

Positions of all 9 atoms, in Å:
C (-0.52416, 0.23476, -0.33817)
C (-0.82134, -1.09156, 0.34894)
H (1.89952, 2.69066, -0.54555)
H (-1.41771, 0.51359, -1.04415)
H (1.28320, -1.02784, 1.90683)
N (0.71196, 0.62117, -0.32246)
S (0.99307, 1.77216, -1.53976)
S (0.18521, -1.96477, 1.41397)
S (-2.30974, -1.74816, 0.12034)



Stability check: which of them is least stable? x.